Formula: C31H51INO9SiY
Source: OMol25
Level of theory: ωB97M-V/def2-TZVPD

The calculation puts the relative energy (zero: lowest compared OMol25 entry of this formula, charge and spin) at 0.32 kcal per mole.

Structure (XYZ):
```
95
Properties=species:S:1:pos:R:3:forces:R:3
Y -0.023366 1.090859 0.509996 -0.16 0.12 0.84
O 3.705799 -0.129662 2.040695 0.08 0.29 0.03
C 3.047477 0.971319 1.749313 -0.07 -0.11 -0.03
O 2.328420 1.037204 0.758791 -0.01 0.26 0.13
C 3.400018 2.142620 2.655141 0.11 -0.07 -0.10
O 2.412076 3.126263 2.757723 -0.04 -0.01 -0.10
C 1.365386 2.879640 3.699553 -0.07 0.00 0.10
C 0.534615 1.713461 3.172012 0.12 -0.21 -0.04
O 1.106019 0.611795 3.140223 -0.02 -0.06 0.05
O -0.584931 1.930233 2.602509 0.12 0.12 -0.19
H 3.410305 -0.820938 1.424221 -0.08 -0.17 -0.10
H 4.259123 2.628982 2.178116 0.00 -0.06 0.07
H 3.710503 1.747069 3.625276 -0.05 -0.01 -0.01
H 0.799679 3.807767 3.745959 -0.02 -0.07 0.03
H 1.778736 2.632485 4.683209 0.01 0.02 -0.05
C -1.854987 1.483288 -1.045338 -0.76 -0.03 -0.72
C -1.733681 2.727646 -1.772022 -0.03 0.07 0.16
C -2.395190 3.721683 -1.079151 0.13 -0.22 0.12
C -2.973586 3.140712 0.097772 0.16 -0.02 -0.08
C -2.691023 1.785321 0.105476 0.28 0.00 -0.01
C -3.201932 0.754605 1.070832 -0.03 -0.16 0.06
C -3.748028 3.903987 1.123295 -0.02 0.09 0.08
C -2.466347 5.169307 -1.442952 0.00 0.15 -0.05
C -1.083860 2.872057 -3.111377 0.07 0.00 -0.14
C -2.121090 0.211613 -1.838925 0.04 -0.04 -0.08
H -4.164280 0.341033 0.750256 -0.01 0.02 -0.01
H -3.326899 1.153784 2.077709 -0.02 0.02 -0.01
H -2.531967 -0.110717 1.159404 0.01 0.02 -0.01
H -4.649431 4.355019 0.701012 -0.02 -0.03 -0.04
H -3.167824 4.732235 1.546005 0.01 0.01 0.00
H -4.057278 3.269577 1.952664 0.00 -0.03 0.02
H -3.357793 5.411900 -2.028781 -0.03 -0.03 -0.02
H -1.603281 5.474707 -2.038859 0.02 0.01 -0.02
H -2.493283 5.810863 -0.559072 0.00 0.00 0.03
H -0.505143 3.796498 -3.195812 -0.02 0.02 0.01
H -1.823587 2.889399 -3.918029 -0.03 0.00 0.00
H -0.400840 2.047499 -3.325413 0.00 0.00 0.02
H -3.078558 0.294830 -2.367158 -0.02 -0.03 0.02
H -2.159753 -0.677700 -1.216041 0.00 -0.02 0.08
H -1.360299 0.022058 -2.597346 -0.01 0.01 -0.02
C -2.788618 -3.365560 -0.804250 -0.08 0.01 0.00
C -1.821030 -4.306132 -0.104713 0.13 -0.04 0.08
C -1.291306 -5.361745 -1.071510 -0.11 -0.08 0.05
C -2.494064 -4.963153 1.095522 0.03 -0.02 -0.07
O -0.713407 -3.572048 0.435281 -0.10 0.05 -0.08
Si 0.320986 -2.454142 -0.149196 0.05 -0.02 0.22
O -0.046872 -0.986094 0.372599 0.04 0.26 -0.11
O 0.294979 -2.542402 -1.783485 0.06 -0.03 -0.26
C 1.207543 -2.058470 -2.777381 -0.05 0.03 0.13
C 2.446404 -2.944280 -2.790510 0.06 0.01 -0.10
C 1.585540 -0.606274 -2.482588 -0.10 0.01 -0.18
C 0.474001 -2.154336 -4.109093 0.01 -0.02 0.05
O 1.849625 -2.856190 0.345142 0.02 -0.03 0.06
C 2.271925 -3.626211 1.483194 0.00 -0.02 -0.08
C 1.818663 -5.076305 1.335455 0.08 -0.03 0.09
C 1.705616 -3.007580 2.756347 0.05 -0.01 0.05
C 3.798494 -3.592392 1.473954 0.03 0.01 -0.04
H -3.694038 -3.898172 -1.100719 0.01 -0.04 -0.01
H -2.336869 -2.936316 -1.695949 0.07 0.04 -0.07
H -3.077055 -2.557350 -0.131758 0.00 0.03 0.04
H -2.115891 -5.937008 -1.497978 -0.02 0.01 0.01
H -0.628872 -6.055116 -0.552299 0.04 0.01 0.03
H -0.740300 -4.893200 -1.883692 0.03 0.07 -0.04
H -3.332441 -5.583266 0.777298 -0.02 -0.02 -0.03
H -2.862894 -4.206081 1.786600 0.00 0.05 0.01
H -1.779157 -5.592376 1.625448 0.03 -0.03 0.02
H 2.922688 -2.950971 -1.813268 0.01 0.00 0.05
H 3.162334 -2.583289 -3.530337 0.02 0.02 -0.04
H 2.174554 -3.967211 -3.052162 -0.04 -0.04 0.02
H 2.156324 -0.524236 -1.559969 0.08 -0.02 0.16
H 0.680272 0.002553 -2.405370 0.03 -0.01 0.04
H 2.187002 -0.187582 -3.293640 0.02 -0.07 0.01
H 0.099684 -3.168183 -4.247527 0.00 -0.04 0.00
H 1.139585 -1.915434 -4.939531 0.03 0.03 0.01
H -0.373094 -1.470771 -4.132936 -0.07 0.04 0.01
H 0.736713 -5.147172 1.361586 -0.06 0.01 0.00
H 2.225339 -5.679762 2.149460 0.04 0.01 0.02
H 2.179900 -5.486483 0.391606 -0.01 0.00 -0.04
H 0.625812 -3.148919 2.801877 -0.05 0.01 -0.04
H 1.900016 -1.936293 2.800001 0.01 0.04 0.01
H 2.149368 -3.471361 3.639196 -0.02 -0.04 0.00
H 4.190785 -4.190105 0.649808 -0.04 0.01 -0.03
H 4.202660 -3.985560 2.406510 -0.01 -0.04 0.02
H 4.186817 -2.582283 1.343473 -0.01 0.03 0.05
I 2.429776 3.115536 -1.746740 -0.01 -0.12 -0.09
C 1.299461 4.292657 -0.446849 -0.05 0.25 -0.03
C 1.492125 5.666758 -0.498301 -0.02 -0.03 0.01
C 0.725160 6.461351 0.334301 -0.03 -0.05 0.03
C -0.197900 5.855646 1.171502 0.04 -0.05 -0.04
C -0.312359 4.479037 1.147336 -0.03 -0.04 0.09
N 0.428896 3.696660 0.350849 0.25 -0.15 -0.06
H 2.220267 6.089260 -1.173789 0.01 0.01 -0.01
H 0.845227 7.536003 0.323584 0.01 0.03 0.00
H -0.826573 6.430072 1.835619 -0.01 0.04 0.02
H -1.001721 3.951976 1.791105 0.00 0.06 0.00
```
Forces are in eV/Å.

***

Formula: C31H52N2O21
Source: OMol25
Level of theory: ωB97M-V/def2-TZVPD

Its SMILES is COC(=O)OC.COC(=O)OC.COC(=O)OC.COC(=O)OC.COC(=O)OC.COC(=O)OC.COC(=O)OC.c1ccncc1.c1ccncc1. The calculation puts the relative energy (zero: lowest compared OMol25 entry of this formula, charge and spin) at 41.83 kcal per mole.

Structure (XYZ):
```
106
Properties=species:S:1:pos:R:3:forces:R:3
C 13.745540 16.037720 19.867505 0.24 -1.04 0.38
O 14.166570 17.056210 20.808985 0.19 -0.18 0.86
C 14.745980 16.649650 21.977265 0.24 -4.35 -0.56
O 15.025780 15.414180 22.224075 -1.14 5.81 -0.78
O 14.995630 17.658640 22.812045 0.88 -0.91 0.57
C 14.499510 18.997180 22.746035 -0.74 -0.25 0.05
H 12.910150 15.443970 20.238575 -0.50 0.57 0.31
H 14.475320 15.237280 19.745765 0.55 0.62 -0.18
H 13.492360 16.503640 18.915185 0.25 0.18 0.37
H 15.030440 19.617230 22.023715 -0.41 -0.33 -0.42
H 14.631500 19.497630 23.705325 0.47 -0.59 0.23
H 13.416780 18.904200 22.661545 0.01 0.51 -0.75
C 8.437550 17.031800 18.799685 -0.10 -0.14 -0.53
O 8.502140 16.000260 17.804365 -0.90 -0.68 -0.60
C 7.398460 15.503860 17.196635 -2.38 1.66 -0.57
O 6.250950 15.995500 17.116535 3.39 -1.28 0.87
O 7.790870 14.405820 16.554325 0.43 0.00 0.62
C 6.820500 13.533580 16.011845 -0.28 -0.42 -0.86
H 7.725530 17.814040 18.536555 -0.10 -0.17 0.05
H 9.447070 17.441230 18.763385 -0.18 0.10 0.45
H 8.201410 16.544470 19.745645 0.06 0.38 0.09
H 6.161930 13.075830 16.749985 0.06 0.42 0.20
H 7.388960 12.729480 15.544525 0.07 0.13 0.07
H 6.231770 14.005440 15.225185 -0.07 0.22 0.20
C 10.769610 12.790180 18.310375 0.68 0.52 0.25
O 9.620080 12.018650 18.101405 -1.43 -0.50 -0.11
C 9.098880 11.334860 19.148535 1.10 -0.51 -0.19
O 9.500760 11.357570 20.289905 -0.72 0.17 -1.35
O 8.205910 10.424260 18.692345 0.88 1.54 3.07
C 7.478510 10.523590 17.524285 -0.61 -1.34 -0.90
H 10.518360 13.818930 18.568545 -0.15 -0.07 0.52
H 11.304860 12.891990 17.366315 -0.06 -0.56 -0.07
H 11.355040 12.275720 19.072415 0.30 0.49 0.00
H 6.502550 11.008940 17.530115 0.25 0.82 0.74
H 7.185080 9.474600 17.564545 -0.08 -0.21 -1.77
H 8.088820 10.900070 16.703375 -0.17 -0.52 -0.16
C 17.361610 15.499810 16.057405 -0.18 1.71 -0.32
O 16.674430 14.275890 15.894055 0.78 -0.41 -1.38
C 15.762560 13.769730 16.707755 1.29 2.31 1.97
O 15.433450 14.264690 17.751015 -0.35 0.59 0.60
O 15.366670 12.641250 16.273935 -0.71 -3.18 -1.81
C 14.624480 11.843500 17.205965 -0.48 0.38 0.95
H 18.382710 15.489940 16.438665 -0.16 -1.03 0.45
H 16.829560 16.278370 16.604085 -0.39 -0.47 0.34
H 17.488920 15.937620 15.067345 -0.24 -0.32 -0.25
H 13.740800 12.413880 17.492105 0.06 -0.15 0.17
H 15.249740 11.657470 18.079205 -0.07 0.17 0.06
H 14.292600 10.872970 16.837155 0.39 0.37 -0.83
C 10.871140 14.372400 8.815315 0.94 0.49 1.45
O 10.551370 15.316510 9.900165 0.12 -0.88 1.07
C 10.903560 15.005560 11.225275 1.25 -4.23 -2.54
O 11.540620 13.992940 11.601865 -1.47 2.87 -1.40
O 10.346120 15.881020 11.963945 -0.46 1.67 0.87
C 10.486190 15.718020 13.358295 -0.37 0.71 1.86
H 11.954380 14.455320 8.726945 -0.03 -0.29 -0.51
H 10.365010 14.684460 7.901775 -0.03 0.26 0.40
H 10.622010 13.339930 9.060315 -0.16 0.16 0.20
H 10.366750 16.672870 13.870245 0.24 0.53 -0.66
H 11.451910 15.342060 13.696145 -0.26 -0.49 -0.43
H 9.615670 15.207480 13.770175 0.31 -0.86 -0.27
C 10.861630 19.548400 20.687255 0.58 1.74 0.96
O 9.463390 19.664010 20.504395 -0.33 -0.28 0.24
C 8.901050 20.454070 19.589125 -1.06 -1.48 -0.37
O 9.290350 20.664670 18.468765 -0.35 0.51 0.93
O 7.664510 20.720160 20.129365 2.74 -0.61 0.25
C 6.771750 21.438580 19.386245 -1.69 1.52 -0.72
H 10.976450 19.730970 21.755705 0.08 -0.87 0.31
H 11.351710 20.460990 20.347985 0.23 -0.38 -1.08
H 11.334170 18.614770 20.382065 -0.36 0.11 -0.27
H 7.191580 22.221800 18.755045 0.44 -0.36 -0.24
H 6.177000 21.996400 20.109575 -0.33 -0.22 -0.01
H 6.127570 20.777600 18.806375 -0.01 0.08 -0.14
C 14.662300 13.510300 12.800755 0.10 1.74 -0.47
O 14.306560 12.245590 13.190005 -1.66 -2.17 1.57
C 13.299070 11.954280 14.080375 1.15 -0.21 0.42
O 12.626530 12.655190 14.819155 1.24 -0.45 -1.87
O 13.211700 10.612900 14.152945 -0.41 0.19 0.96
C 14.169510 9.665260 13.654425 -0.54 0.32 -1.06
H 14.327030 14.261150 13.516235 -0.04 0.04 -0.14
H 14.222520 13.681630 11.818235 -0.04 0.36 0.06
H 15.748130 13.547910 12.713265 -0.02 -0.03 0.13
H 13.790040 8.695990 13.977875 0.17 0.16 0.14
H 15.208040 9.820810 13.946585 -0.23 0.29 0.36
H 14.115080 9.702470 12.566415 0.21 -0.13 -0.05
C 11.468870 25.070310 17.970925 0.12 0.08 -1.06
C 12.054400 24.111770 17.118905 -0.82 0.57 0.72
C 12.133700 22.828040 17.599635 -0.59 -0.25 2.75
N 11.619860 22.495810 18.858915 0.42 0.85 -1.54
C 10.978350 23.428450 19.583075 1.98 -0.46 -0.45
C 10.942580 24.769510 19.200305 -0.32 -0.23 -0.51
H 11.416590 26.087970 17.613105 0.01 0.15 0.00
H 12.344790 24.439910 16.131795 0.39 -0.29 -0.01
H 12.739350 22.047760 17.162865 -0.31 -0.13 -0.37
H 10.799360 23.105430 20.597985 -0.77 0.03 0.12
H 10.477080 25.578370 19.743865 0.01 -0.25 0.45
C 11.694460 16.737910 17.004565 0.62 -0.25 -1.03
C 11.988990 18.115360 16.811115 -0.49 -1.93 0.09
C 13.025960 18.439160 15.948385 0.20 -1.30 0.19
N 13.823580 17.504210 15.377025 -0.64 0.15 1.13
C 13.575410 16.187510 15.664555 0.35 2.32 -1.63
C 12.475560 15.745210 16.358995 -0.23 1.20 0.40
H 10.839850 16.351120 17.539775 -0.16 0.45 0.19
H 11.359270 18.884180 17.233905 -0.02 0.09 0.15
H 13.160160 19.494270 15.760935 0.52 0.01 -0.45
H 14.253500 15.587940 15.075395 -0.08 -0.68 0.40
H 12.230960 14.695540 16.289955 -0.11 -0.07 0.48
```
Forces are in eV/Å.

***

For the records above, the corresponding max |F| values read 1.1, 6.0 eV Å⁻¹.